Here is a 12-piece molecular cluster, C44H78F2O36 overall from the OMol25 dataset. Energies are from the ωB97M-V functional and the def2-TZVPD basis.

Structure (XYZ):
```
160
Properties=species:S:1:pos:R:3:forces:R:3:mulliken_charge:R:1
C 2.87412 3.55971 -6.17257 -0.196 -0.224 0.322 -0.270
C 3.64267 3.66287 -7.48017 -1.444 0.042 -0.654 -0.295
O 4.80785 2.87859 -7.21345 0.058 1.686 -0.638 -0.302
C 4.59226 2.14550 -6.12234 4.090 -4.403 -0.134 0.687
O 5.47597 1.31906 -5.76265 -3.734 3.167 -0.470 -0.605
O 3.34338 2.26887 -5.71722 -0.372 0.325 1.283 -0.283
H 1.78583 3.50632 -6.20228 0.151 -0.037 -0.483 0.257
H 3.11559 4.30552 -5.41523 0.343 0.084 -0.088 0.222
H 3.76526 4.65269 -7.91987 1.012 0.211 0.839 0.342
H 3.04566 3.22545 -8.28037 0.096 -0.828 0.038 0.247
C 6.78115 6.61136 -2.83320 0.637 -2.319 2.355 -0.265
C 8.30118 6.48250 -3.01759 -0.763 0.188 0.499 -0.250
O 8.50287 7.56815 -3.86655 3.156 0.564 -0.242 -0.340
C 7.43264 8.03237 -4.42840 -0.492 1.082 -1.941 0.717
O 7.46840 8.85060 -5.32390 -1.082 -1.309 1.649 -0.556
O 6.37513 7.37954 -3.86811 -1.487 2.032 -2.405 -0.322
H 6.51599 7.03727 -1.86553 0.016 0.337 0.003 0.258
H 6.30883 5.62956 -2.86613 -0.138 0.024 -0.169 0.249
H 8.58340 5.56616 -3.53603 0.192 -0.029 0.250 0.255
H 8.87721 6.70666 -2.11979 -0.050 -0.597 -0.008 0.254
C 2.14069 -5.91908 -4.82127 0.838 -0.433 0.322 -1.003
C 1.39945 -7.15040 -5.23952 -1.999 1.196 0.288 -0.230
O 2.02889 -8.30895 -4.79974 1.278 -0.152 -2.010 -0.342
C 1.64576 -8.92609 -3.72571 -0.990 0.554 2.131 0.823
O 0.69161 -8.67099 -3.02608 0.027 -0.178 -0.394 -0.589
O 2.57382 -9.80750 -3.46872 1.121 -1.011 -0.619 -0.335
C 2.57672 -10.61045 -2.32151 -0.153 -0.516 1.057 -0.626
H 3.15935 -6.00574 -5.19934 0.034 0.487 -0.289 0.289
H 2.25464 -5.92594 -3.73726 -0.278 0.312 0.107 0.193
H 1.61284 -5.03455 -5.17775 0.269 0.047 0.088 0.374
H 1.24946 -7.13231 -6.31900 0.273 -0.610 -0.022 0.320
H 0.41488 -7.10759 -4.77382 -0.219 -0.112 -0.146 0.326
H 1.58779 -10.89463 -1.96183 -0.129 0.141 -0.311 0.321
H 3.08125 -10.10809 -1.49617 0.026 0.194 -0.057 0.243
H 3.14610 -11.50931 -2.55805 -0.093 0.104 -0.122 0.241
C 1.88523 2.64932 2.11773 -0.640 1.268 -0.469 -1.161
C 0.76456 3.18227 1.19396 0.987 -0.121 1.003 -0.216
O 0.51405 2.04148 0.39354 -1.193 -0.142 -1.173 -0.179
C -0.43722 2.06962 -0.57964 0.397 1.595 0.409 0.665
O -1.10123 3.07434 -0.88468 1.384 -3.202 0.323 -0.598
O -0.37491 0.81153 -1.08754 -0.670 1.235 -0.256 -0.257
C -1.20422 0.53277 -2.22292 -0.641 0.412 0.195 -0.632
H 1.55476 1.73192 2.60484 0.418 0.009 -0.125 0.304
H 2.16399 3.41060 2.84632 -0.163 -0.075 0.213 0.388
H 2.73789 2.57889 1.44237 0.154 -0.780 0.334 0.291
H 1.20813 4.00358 0.63110 -0.428 0.040 -0.362 0.269
H -0.12606 3.52723 1.71921 -0.067 -0.135 -0.102 0.324
H -2.25203 0.54639 -1.92290 -0.034 -0.211 0.112 0.301
H -0.93429 -0.45939 -2.58464 0.104 0.292 0.007 0.217
H -1.12270 1.31824 -2.97425 0.375 -0.182 -0.120 0.284
C -2.56776 1.05979 7.02668 -1.272 0.297 0.345 -1.041
C -4.02004 1.09558 6.54024 0.696 -0.431 -0.417 -0.279
O -4.05148 1.71372 5.25659 0.041 -1.131 0.030 -0.256
C -4.89985 2.67132 5.03849 0.178 3.868 1.480 0.762
O -5.54080 3.31795 5.86699 -0.027 -1.667 -1.010 -0.613
O -4.63483 3.11512 3.82183 -0.079 -0.852 -0.420 -0.296
C -5.33399 4.18874 3.22437 0.055 -0.449 -0.664 -0.637
H -2.71148 0.43524 7.90837 0.981 -0.217 0.122 0.338
H -2.21381 2.04206 7.33969 -0.116 0.022 0.016 0.290
H -1.87554 0.67676 6.27686 -0.206 -0.335 0.200 0.299
H -4.70765 1.57327 7.23816 0.147 0.131 -0.123 0.365
H -4.35038 0.07836 6.32991 -0.080 -0.106 0.351 0.265
H -5.66903 4.97906 3.89611 0.342 -0.158 0.109 0.317
H -6.18133 3.76130 2.68826 -0.186 0.224 0.020 0.284
H -4.57679 4.47170 2.49315 -0.464 0.796 -0.046 0.204
C 0.95494 6.51507 8.00810 0.181 0.085 0.249 -1.158
C 2.42698 6.66320 8.40562 -0.830 0.988 0.799 -0.226
O 2.91147 5.39649 8.69246 -0.947 -2.030 -0.934 -0.221
C 4.12624 5.12449 9.02862 3.198 1.400 1.966 0.731
O 5.02808 5.93982 9.31413 -2.125 -2.063 -1.039 -0.600
O 4.19888 3.78474 9.15189 -0.123 -0.001 -0.220 -0.291
C 5.38319 3.18294 9.63498 1.776 0.897 0.130 -0.723
H 0.83273 5.73124 7.26058 0.118 0.451 -0.478 0.305
H 0.59799 7.50339 7.71840 -0.067 -0.185 -0.531 0.370
H 0.26876 6.19976 8.79413 0.477 0.011 0.516 0.311
H 2.52306 7.18941 9.35534 -0.057 0.712 -0.247 0.289
H 3.01518 7.15435 7.63045 0.022 -0.039 0.016 0.315
H 5.53475 2.19345 9.20368 -0.620 0.041 0.275 0.273
H 5.50991 3.24040 10.71607 -0.899 -0.560 0.216 0.299
H 6.27615 3.75259 9.37765 -0.109 0.290 -0.724 0.326
C 5.44136 -2.83761 5.96700 -0.867 0.434 -0.325 -1.075
C 5.57326 -4.07142 6.80079 0.845 -0.960 -0.286 -0.179
O 4.73232 -4.08456 7.95340 0.455 1.098 0.527 -0.312
C 3.71730 -4.87627 8.13277 -2.405 -2.873 -2.195 0.769
O 3.24627 -5.68037 7.27592 1.406 2.544 3.175 -0.613
O 3.26007 -4.65252 9.39768 -0.941 -0.749 -0.616 -0.308
C 2.16340 -5.48478 9.89653 0.564 -0.988 0.270 -0.679
H 4.69943 -2.85383 5.16863 -0.364 -0.280 0.274 0.267
H 6.37030 -2.62488 5.43792 0.172 0.157 0.437 0.342
H 5.15716 -2.07646 6.69363 0.309 0.554 -0.388 0.317
H 6.57338 -3.98972 7.22644 0.011 -0.464 0.140 0.228
H 5.48240 -5.00406 6.24400 -0.134 0.009 0.103 0.368
H 1.81347 -5.11960 10.86208 0.178 0.773 -0.379 0.268
H 2.53114 -6.47698 10.15803 0.488 -0.061 -0.257 0.304
H 1.31880 -5.70553 9.24383 0.275 0.805 -0.473 0.305
C -8.03668 -2.94050 0.18209 1.123 -1.476 -0.122 -1.123
C -7.21914 -2.45638 1.39883 -0.591 0.220 -2.115 -0.165
O -8.09436 -1.84146 2.29559 -1.317 1.616 1.309 -0.310
C -8.67897 -2.53860 3.23831 1.232 -3.167 2.958 0.762
O -8.44254 -3.74632 3.44414 -1.164 2.687 -0.534 -0.593
O -9.36994 -1.73513 4.10829 1.201 1.023 -2.427 -0.313
C -9.82354 -2.14810 5.36205 -1.050 -1.663 0.210 -0.632
H -7.31949 -3.12484 -0.61776 0.103 0.144 -0.218 0.365
H -8.81905 -2.31185 -0.24313 0.179 0.362 0.604 0.318
H -8.42840 -3.94110 0.36497 -0.393 0.111 0.222 0.313
H -6.61036 -1.63158 1.02842 0.258 -0.053 0.337 0.247
H -6.59656 -3.22299 1.86014 -0.278 -0.040 -0.020 0.312
H -10.42097 -3.04511 5.19908 0.031 -0.263 0.323 0.304
H -10.51964 -1.41005 5.76057 0.385 0.303 -0.251 0.235
H -9.05291 -2.38505 6.09560 0.285 0.201 -0.276 0.277
C 6.49608 -4.83449 -0.68647 0.046 -0.042 -0.066 -1.122
C 5.57856 -6.02093 -0.60032 0.407 -0.806 0.934 -0.211
O 4.34404 -5.54781 -0.09960 -2.423 0.922 0.673 -0.324
C 3.67240 -6.00915 1.00564 2.308 -2.790 0.712 0.798
O 3.97991 -7.05015 1.61789 -0.850 2.877 -1.802 -0.615
O 2.68195 -5.23163 1.41867 0.316 1.081 -0.786 -0.321
C 2.26815 -3.99826 0.72074 -1.381 -1.327 -0.427 -0.668
H 6.03217 -4.07663 -1.31777 0.191 0.065 -0.052 0.283
H 7.44465 -5.15907 -1.11422 0.067 0.202 -0.019 0.379
H 6.66034 -4.41452 0.30587 0.086 0.012 -0.044 0.303
H 5.94231 -6.77408 0.09865 0.158 -0.094 -0.054 0.341
H 5.45575 -6.49578 -1.57374 -0.371 0.060 0.001 0.261
H 1.72862 -4.27031 -0.18645 0.407 -0.390 -0.342 0.290
H 2.99422 -3.24361 0.41836 0.362 -0.348 0.808 0.302
H 1.41962 -3.67468 1.32356 0.672 0.565 0.429 0.300
C -2.65600 -4.12718 -10.55208 -0.526 0.332 1.106 -1.052
C -4.22765 -3.93339 -10.29971 2.024 -0.388 -0.143 -0.181
O -4.76206 -5.20215 -9.85231 -0.143 -0.146 -1.582 -0.335
C -4.58267 -5.62567 -8.63086 0.276 2.548 4.519 0.788
O -4.13926 -4.91693 -7.66076 -1.009 -2.846 -3.522 -0.614
O -5.15126 -6.83553 -8.50348 0.278 -0.165 -0.461 -0.317
C -4.85035 -7.63516 -7.33913 0.852 0.759 0.006 -0.612
H -2.08472 -3.24826 -10.85079 -0.595 0.451 -0.020 0.357
H -2.33761 -4.88514 -11.26777 -0.866 -0.196 -0.173 0.313
H -2.19416 -4.42239 -9.60992 -0.139 -0.037 0.171 0.295
H -4.68624 -3.63716 -11.24313 -0.377 -0.644 0.117 0.244
H -4.52462 -3.19037 -9.55954 0.662 0.062 0.089 0.312
H -5.11281 -7.08240 -6.43709 -0.098 -0.197 -0.035 0.288
H -3.77464 -7.81091 -7.34679 0.044 0.015 0.221 0.288
H -5.32736 -8.61304 -7.40482 -0.372 0.450 -0.285 0.227
C -6.02654 4.83747 -5.51828 -2.122 0.266 2.282 -0.293
C -5.57497 4.22370 -6.75774 1.425 -0.737 -1.799 0.415
O -6.19326 2.95195 -6.88255 0.385 0.564 -0.588 -0.299
C -6.97266 2.71526 -5.83390 -2.112 -2.085 1.912 0.682
O -7.55033 1.63675 -5.59836 2.118 4.537 -0.678 -0.534
O -7.02242 3.90385 -5.08659 -1.103 -1.971 0.126 -0.354
F -4.24008 3.98386 -6.70275 0.753 0.015 -0.143 -0.284
H -6.49400 5.81512 -5.63571 -0.164 -0.106 -0.341 0.214
H -5.38827 4.94541 -4.64132 0.908 -0.230 -0.653 0.235
H -5.76166 4.82614 -7.64674 -0.087 -0.255 -0.113 0.217
C -1.36825 10.49214 -2.22202 1.262 0.539 1.008 -0.411
C -0.56509 9.23679 -2.15380 -0.947 0.274 0.494 0.295
O -0.34384 9.04798 -0.76602 0.579 -0.411 0.381 -0.311
C -1.31148 9.69916 -0.03329 -0.705 -2.203 1.829 0.689
O -1.61355 9.41935 1.13923 1.295 1.712 -4.400 -0.533
O -1.94571 10.49509 -0.90507 -2.004 1.151 0.249 -0.327
F 0.56697 9.42853 -2.84020 0.794 -0.623 -0.070 -0.270
H -1.97007 10.53129 -3.12998 -0.930 -0.009 0.800 0.302
H -0.67846 11.33551 -2.25398 0.033 0.091 -0.125 0.279
H -1.16890 8.41196 -2.53219 0.633 -0.530 -0.154 0.287
```
Forces are in eV/Å.

Values from the calculation:
Net charge ... 0
E_HOMO ... -0.382 hartree
2S+1 ... 1
Lowest unoccupied orbital energy ... -0.28 eV
SMILES ... O=C1OC[C@@H](F)O1.O=C1OC[C@@H](F)O1.CCOC(=O)OC.CCOC(=O)OC.CCOC(=O)OC.CCOC(=O)OC.CCOC(=O)OC.CCOC(=O)OC.CCOC(=O)OC.CCOC(=O)OC.O=C1OCCO1.O=C1OCCO1